[1]
{
  "formula": "C5H9NO",
  "method": "ωB97M-V/def2-TZVPD",
  "relative_energy_kj_mol": 323.1,
  "homo_energy_ev": -8.04,
  "total_charge": 0,
  "lumo_energy_ev": 0.65,
  "elements": ["C", "C", "C", "N", "C", "C", "O", "H", "H", "H", "H", "H", "H", "H", "H", "H"],
  "positions_angstrom": [[0.08946, -0.11256, 1.54748], [0.39314, 0.44873, 0.17256], [1.86406, 0.55852, -0.13906], [-0.41629, 1.46024, -0.33649], [-1.44289, 0.76336, -0.76376], [-1.00132, -0.58362, -0.93841], [-1.86449, -1.62747, -0.66869], [0.59559, 0.50042, 2.30533], [0.46458, -1.13294, 1.65239], [-0.97840, -0.11713, 1.75866], [2.03297, 0.82151, -1.18390], [2.31209, 1.34743, 0.47793], [2.38674, -0.37312, 0.08721], [-2.44087, 1.15302, -0.95489], [-0.26380, -0.76505, -1.71267], [-1.73055, -2.34134, -1.30368]],
  "nbo_charge": [-0.642, 0.221, -0.666, -0.438, 0.009, 0.033, -0.693, 0.206, 0.216, 0.224, 0.221, 0.229, 0.217, 0.193, 0.195, 0.478]
}

[2]
{
  "formula": "C5H9NO",
  "method": "ωB97M-V/def2-TZVPD",
  "relative_energy_kj_mol": 258.7,
  "homo_energy_ev": -8.84,
  "total_charge": 0,
  "lumo_energy_ev": 0.24,
  "elements": ["C", "C", "C", "C", "N", "C", "O", "H", "H", "H", "H", "H", "H", "H", "H", "H"],
  "positions_angstrom": [[-1.16763, -0.06017, -1.04841], [-0.08128, 0.42625, -0.07645], [0.73204, 1.58291, -0.65512], [-0.57023, -1.57641, 2.18853], [0.52358, -1.49892, 1.44586], [0.84464, -0.71864, 0.27697], [1.83324, -1.02001, -0.34578], [-0.73045, -0.32211, -2.01779], [-1.90458, 0.73363, -1.20579], [-1.69633, -0.93970, -0.66509], [0.07382, 2.43292, -0.86011], [1.22841, 1.28821, -1.58397], [1.50333, 1.91159, 0.04881], [-0.56802, 0.76717, 0.84276], [-1.28386, -0.84034, 1.76112], [1.29311, -2.13163, 1.66135]],
  "nbo_charge": [-0.598, -0.333, -0.595, -0.024, -0.633, 0.705, -0.538, 0.219, 0.219, 0.216, 0.213, 0.223, 0.217, 0.219, 0.087, 0.401]
}

[3]
{
  "formula": "C5H9NO",
  "method": "ωB97M-V/def2-TZVPD",
  "relative_energy_kj_mol": 561.8,
  "homo_energy_ev": [-7.94, -7.94],
  "total_charge": 0,
  "lumo_energy_ev": [0.01, 0.01],
  "elements": ["C", "C", "C", "C", "C", "O", "N", "H", "H", "H", "H", "H", "H", "H", "H", "H"],
  "positions_angstrom": [[0.83535, -1.65254, 0.14379], [-1.28752, 1.83458, 0.27840], [-0.83058, -0.66782, -0.12165], [-0.43118, 0.63952, -0.00268], [0.98050, 0.63240, 0.03349], [1.69409, 0.52333, -1.11645], [-1.85892, -1.38140, -0.05032], [2.64300, 0.47876, -0.92086], [-1.92097, -2.15194, -0.71062], [1.53846, 1.13174, 0.83485], [0.90620, -2.10898, -0.84169], [1.84549, -1.42978, 0.50043], [0.39844, -2.32773, 0.87473], [-2.31198, 1.55459, 0.52722], [-0.87542, 2.38722, 1.13117], [-1.32497, 2.53806, -0.55982]],
  "nbo_charge": [-0.784, -0.624, 0.447, -0.327, 0.387, -0.639, -0.754, 0.483, 0.367, 0.161, 0.211, 0.190, 0.219, 0.237, 0.212, 0.213]
}

[4]
{
  "formula": "C5H9NO",
  "method": "ωB97M-V/def2-TZVPD",
  "relative_energy_kj_mol": 91.8,
  "homo_energy_ev": -10.88,
  "total_charge": 0,
  "lumo_energy_ev": 0.74,
  "elements": ["C", "C", "C", "O", "C", "C", "N", "H", "H", "H", "H", "H", "H", "H", "H", "H"],
  "positions_angstrom": [[-0.08343, -0.01900, 2.09155], [0.05343, -0.55060, 0.66591], [-0.10361, 0.54530, -0.38808], [0.81397, 1.60833, -0.20509], [0.19959, 0.05882, -1.81026], [-0.54256, -1.14182, -2.19919], [-1.11694, -2.09828, -2.50534], [-1.04834, 0.48035, 2.24417], [-0.01251, -0.83092, 2.82098], [0.71485, 0.69297, 2.33467], [-0.70686, -1.31986, 0.48324], [1.03395, -1.02765, 0.53925], [-1.13962, 0.92276, -0.35416], [0.68478, 1.96897, 0.68045], [1.27286, -0.15086, -1.87675], [-0.01955, 0.86150, -2.52136]],
  "nbo_charge": [-0.615, -0.431, 0.120, -0.718, -0.526, 0.288, -0.327, 0.206, 0.226, 0.196, 0.222, 0.206, 0.163, 0.475, 0.257, 0.259]
}

[5]
{
  "formula": "C5H9NO",
  "method": "ωB97M-V/def2-TZVPD",
  "relative_energy_kj_mol": 527.6,
  "homo_energy_ev": -7.96,
  "total_charge": 0,
  "lumo_energy_ev": 1.04,
  "elements": ["C", "C", "N", "C", "C", "C", "O", "H", "H", "H", "H", "H", "H", "H", "H", "H"],
  "positions_angstrom": [[-2.01369, -0.40561, -0.14237], [-1.42766, 0.88233, 0.35624], [0.09710, 0.41712, 1.57594], [0.04403, 0.97861, 0.21855], [0.85459, 0.12171, -0.73222], [2.17094, -0.40848, -0.37618], [1.01934, -1.25060, -0.39569], [-2.51876, -0.10598, -1.07517], [-2.81631, -0.75640, 0.51583], [-1.33825, -1.23966, -0.38110], [-0.55076, 0.85748, 2.22134], [0.02801, -0.59514, 1.56622], [0.44473, 1.99854, 0.21536], [0.64287, 0.29947, -1.78808], [2.89912, -0.61324, -1.16005], [2.57798, -0.20710, 0.61344]],
  "nbo_charge": [-0.764, 0.027, -0.740, -0.210, 0.040, -0.111, -0.508, 0.252, 0.228, 0.204, 0.413, 0.393, 0.202, 0.194, 0.187, 0.194]
}

[6]
{
  "formula": "C5H9NO",
  "method": "ωB97M-V/def2-TZVPD",
  "relative_energy_kj_mol": 217.8,
  "homo_energy_ev": -9.34,
  "total_charge": 0,
  "lumo_energy_ev": 1.00,
  "elements": ["O", "C", "N", "C", "C", "C", "C", "H", "H", "H", "H", "H", "H", "H", "H", "H"],
  "positions_angstrom": [[-0.22283, -2.38200, 0.64780], [-1.08401, -1.53614, 0.60696], [-0.77060, -0.14083, 0.90194], [0.58396, 0.24714, 1.16865], [1.36364, 0.37386, -0.20192], [0.21259, 0.65052, -1.23286], [-1.10122, 0.49024, -0.51197], [-2.14219, -1.72424, 0.55174], [1.13255, -0.56622, 1.70872], [0.62790, 1.26588, 1.57787], [1.87513, -0.65973, -0.32794], [2.17006, 1.01127, 0.07823], [0.30128, 1.54663, -1.81793], [0.38517, -0.13909, -1.98397], [-1.43705, 1.45671, -0.20753], [-1.89440, 0.10600, -0.95779]],
  "nbo_charge": [-0.564, 0.533, -0.455, -0.243, -0.415, -0.449, -0.234, 0.133, 0.233, 0.197, 0.210, 0.215, 0.225, 0.216, 0.196, 0.203]
}

[7]
{
  "formula": "C5H9NO",
  "method": "ωB97M-V/def2-TZVPD",
  "relative_energy_kj_mol": 289.3,
  "homo_energy_ev": -9.17,
  "total_charge": 0,
  "lumo_energy_ev": 0.97,
  "elements": ["H", "N", "C", "C", "C", "C", "C", "O", "H", "H", "H", "H", "H", "H", "H", "H"],
  "positions_angstrom": [[1.42050, 1.07977, -2.14894], [0.53873, 0.97396, -1.64777], [0.62442, 0.23430, -0.61488], [1.91334, -0.31128, -0.04573], [-0.61545, -0.11486, 0.09991], [-0.63403, -0.29633, 1.59007], [-1.93438, 0.32501, -0.82905], [-1.50738, -0.95456, -0.59353], [2.73054, -0.17211, -0.75365], [2.17269, 0.22813, 0.86227], [1.81579, -1.37266, 0.19248], [-0.29512, -1.29936, 1.85918], [0.00909, 0.43138, 2.08347], [-1.64484, -0.17173, 1.97917], [-1.93821, 0.63282, -1.86538], [-2.65569, 0.78751, -0.16762]],
  "nbo_charge": [0.331, -0.610, 0.282, -0.684, 0.158, -0.645, -0.058, -0.485, 0.220, 0.229, 0.225, 0.222, 0.217, 0.231, 0.204, 0.163]
}

[8]
{
  "formula": "C5H9NO",
  "method": "ωB97M-V/def2-TZVPD",
  "relative_energy_kj_mol": 273.5,
  "homo_energy_ev": -10.33,
  "total_charge": 0,
  "lumo_energy_ev": 0.68,
  "elements": ["C", "C", "C", "O", "C", "C", "N", "H", "H", "H", "H", "H", "H", "H", "H", "H"],
  "positions_angstrom": [[-0.40021, 0.67839, -1.66860], [-0.09105, 0.31452, -0.42881], [1.31737, 0.33169, 0.10617], [1.72631, -1.00018, 0.37413], [-1.16685, -0.01758, 0.58705], [-1.24130, 1.15526, 1.46696], [-1.16434, 2.12991, 2.08526], [-1.42770, 0.67804, -2.02453], [0.36481, 1.01131, -2.36400], [1.97961, 0.81337, -0.62528], [1.33846, 0.93320, 1.02690], [2.31581, -0.99487, 1.13563], [-0.91090, -0.90221, 1.18113], [-2.13582, -0.20032, 0.11073], [-0.42296, -2.64197, -0.20331], [-0.08122, -2.28854, -0.75942]],
  "nbo_charge": [-0.359, 0.014, -0.107, -0.722, -0.550, 0.289, -0.330, 0.201, 0.206, 0.175, 0.185, 0.476, 0.265, 0.257, -0.020, 0.019]
}

[9]
{
  "formula": "C5H9NO",
  "method": "ωB97M-V/def2-TZVPD",
  "relative_energy_kj_mol": 94.2,
  "homo_energy_ev": -10.81,
  "total_charge": 0,
  "lumo_energy_ev": 0.57,
  "elements": ["C", "C", "O", "C", "C", "C", "N", "H", "H", "H", "H", "H", "H", "H", "H", "H"],
  "positions_angstrom": [[1.12228, 1.24228, 0.17725], [0.21652, 0.23591, 0.87385], [-0.95697, 0.87207, 1.35941], [-0.26937, -0.90926, -0.04892], [-1.29364, -0.43669, -1.08732], [0.87332, -1.57471, -0.69260], [1.77947, -2.08223, -1.20319], [1.99581, 0.75081, -0.26342], [1.47377, 1.98758, 0.89743], [0.57772, 1.76906, -0.61240], [0.76975, -0.22810, 1.70276], [-0.88486, 0.98845, 2.31251], [-0.75181, -1.65485, 0.59517], [-1.67225, -1.28401, -1.66550], [-0.85528, 0.28469, -1.78338], [-2.12446, 0.03900, -0.56166]],
  "nbo_charge": [-0.643, 0.119, -0.730, -0.342, -0.599, 0.291, -0.331, 0.228, 0.218, 0.216, 0.173, 0.481, 0.246, 0.222, 0.214, 0.237]
}

[10]
{
  "formula": "C5H9NO",
  "method": "ωB97M-V/def2-TZVPD",
  "relative_energy_kj_mol": 292.7,
  "homo_energy_ev": -8.26,
  "total_charge": 0,
  "lumo_energy_ev": 1.09,
  "elements": ["N", "C", "C", "C", "C", "C", "O", "H", "H", "H", "H", "H", "H", "H", "H", "H"],
  "positions_angstrom": [[0.30888, -2.10579, 2.88392], [0.00588, -0.94288, 2.09340], [-0.07661, -1.06782, 0.80603], [-0.54256, 0.08011, -0.06536], [0.15707, 0.30898, -1.46439], [-0.20077, 1.56343, -2.18126], [0.47456, 2.49039, -2.35124], [0.16350, -1.83830, 3.79458], [0.13127, -2.95868, 2.54516], [-0.28509, -0.01371, 2.65463], [0.20800, -2.09075, 0.49917], [-1.63080, -0.14915, -0.19851], [-0.66563, 0.97744, 0.58522], [1.20768, 0.13876, -1.43780], [0.02082, -0.58308, -2.24249], [-1.16649, 1.68395, -2.70791]],
  "nbo_charge": [-0.828, 0.005, -0.288, -0.419, -0.516, 0.440, -0.504, 0.372, 0.374, 0.189, 0.198, 0.209, 0.219, 0.233, 0.221, 0.096]
}

[11]
{
  "formula": "C5H9NO",
  "method": "ωB97M-V/def2-TZVPD",
  "relative_energy_kj_mol": 284.6,
  "homo_energy_ev": -9.42,
  "total_charge": 0,
  "lumo_energy_ev": 1.09,
  "elements": ["C", "C", "C", "C", "C", "N", "O", "H", "H", "H", "H", "H", "H", "H", "H", "H"],
  "positions_angstrom": [[-1.65550, -1.15657, -0.01420], [-0.55234, -0.32436, -0.66016], [-0.67459, 1.21672, -0.43814], [0.56709, 1.18632, 0.48882], [0.79334, -0.22646, 0.03677], [1.79248, -1.00519, 0.04700], [2.87226, -0.36902, 0.66953], [-2.55703, -1.11177, -0.63590], [-1.92168, -0.77794, 0.97946], [-1.36343, -2.20627, 0.08628], [-0.43742, -0.61648, -1.70887], [-0.51987, 1.78606, -1.35837], [-1.60075, 1.55730, 0.03343], [0.30290, 1.16663, 1.55087], [1.37535, 1.90354, 0.32363], [3.57919, -1.02251, 0.59985]],
  "nbo_charge": [-0.599, -0.253, -0.390, -0.476, 0.232, -0.139, -0.581, 0.212, 0.204, 0.219, 0.219, 0.211, 0.205, 0.228, 0.233, 0.475]
}

[12]
{
  "formula": "C5H9NO",
  "method": "ωB97M-V/def2-TZVPD",
  "relative_energy_kj_mol": 310.8,
  "homo_energy_ev": -9.28,
  "total_charge": 0,
  "lumo_energy_ev": 0.91,
  "elements": ["C", "C", "O", "C", "N", "C", "C", "H", "H", "H", "H", "H", "H", "H", "H", "H"],
  "positions_angstrom": [[-0.78782, 0.54108, 1.55659], [-0.16459, -0.29784, 0.44992], [-0.00545, -1.62455, 1.02215], [-0.81199, -0.56485, -0.91940], [0.51743, -0.49829, -1.60645], [0.91711, 0.90075, -1.50667], [1.09966, 0.03378, -0.32848], [-0.15755, 1.34492, 1.95177], [-0.87629, -0.26500, 2.28798], [-1.78441, 0.93542, 1.32807], [0.76738, -1.64385, 1.60519], [-1.53141, 0.16543, -1.31176], [-1.24111, -1.56625, -0.93777], [0.15845, 1.68241, -1.53311], [1.81306, 1.11847, -2.08427], [2.08751, -0.26163, 0.02625]],
  "nbo_charge": [-0.657, 0.218, -0.730, -0.245, -0.363, -0.274, -0.114, 0.216, 0.240, 0.219, 0.465, 0.187, 0.225, 0.194, 0.217, 0.202]
}

Repeat the seventh record exactly.
{
  "formula": "C5H9NO",
  "method": "ωB97M-V/def2-TZVPD",
  "relative_energy_kj_mol": 289.3,
  "homo_energy_ev": -9.17,
  "total_charge": 0,
  "lumo_energy_ev": 0.97,
  "elements": ["H", "N", "C", "C", "C", "C", "C", "O", "H", "H", "H", "H", "H", "H", "H", "H"],
  "positions_angstrom": [[1.42050, 1.07977, -2.14894], [0.53873, 0.97396, -1.64777], [0.62442, 0.23430, -0.61488], [1.91334, -0.31128, -0.04573], [-0.61545, -0.11486, 0.09991], [-0.63403, -0.29633, 1.59007], [-1.93438, 0.32501, -0.82905], [-1.50738, -0.95456, -0.59353], [2.73054, -0.17211, -0.75365], [2.17269, 0.22813, 0.86227], [1.81579, -1.37266, 0.19248], [-0.29512, -1.29936, 1.85918], [0.00909, 0.43138, 2.08347], [-1.64484, -0.17173, 1.97917], [-1.93821, 0.63282, -1.86538], [-2.65569, 0.78751, -0.16762]],
  "nbo_charge": [0.331, -0.610, 0.282, -0.684, 0.158, -0.645, -0.058, -0.485, 0.220, 0.229, 0.225, 0.222, 0.217, 0.231, 0.204, 0.163]
}